--- i ---
2 unconnected molecules or ions with the total composition C2HClN2S. Source: the Open Molecules 2025 dataset; level of theory: ωB97M-V with the def2-TZVPD basis set.

Element x y z (Å)
C 0.7923 -1.0640 1.1622
C -0.1992 -1.5276 1.7165
S -1.5510 -2.2529 2.2564
Cl -3.1531 -1.5087 1.1177
H 1.6389 -1.0440 0.6275
N -1.9872 1.8866 0.8955
N -2.9839 2.1346 1.1891

HOMO energy: -9.175 eV
Orbital gap: 8.1 eV
SMILES: C#CSCl.N#N

---

--- ii ---
2 unconnected molecules or ions with the total composition C2HClN2S. Source: the Open Molecules 2025 dataset; level of theory: ωB97M-V with the def2-TZVPD basis set.

Element x y z (Å)
C 0.9990 0.3625 -0.0147
C 0.8384 -0.9885 0.0361
N 0.1058 1.2643 0.0006
N -1.7502 0.1017 0.2599
S 0.6523 -2.5136 -0.0859
Cl -2.8992 1.0991 -0.1281
H 2.0539 0.6746 -0.0680

HOMO energy (alpha / beta): -7.473 / -7.286 eV
Orbital gap (alpha / beta): 5.3 / 5.0 eV

---

Q: Which of them is the most stable? A: i.

---

--- i ---
A single C10H18BNO2 molecule. Source: the Open Molecules 2025 dataset; level of theory: ωB97M-V with the def2-TZVPD basis set.

Element x y z (Å)
C 0.9277 3.8346 1.2902
C 1.4328 2.6350 0.4695
C 0.3095 1.8085 0.0306
C -0.0353 1.3238 -1.1434
C -1.3240 0.6163 -1.3157
O -1.2487 -0.8284 -1.3938
C -1.2313 -1.5844 -0.1632
C -2.6109 -1.3173 0.6363
C -1.0224 -3.1852 -0.6313
O -0.2357 -1.2539 0.5982
B 1.0631 -1.1611 0.4281
C 2.0727 -1.7347 -0.7137
C 1.8103 -0.5358 1.5951
N 2.4030 -0.1395 2.4871
H 1.6403 4.5495 1.5167
H 0.4552 3.3687 2.1170
H 0.1325 4.3772 0.6794
H 1.9663 2.8962 -0.4428
H 2.1447 2.0383 1.0791
H -0.5169 1.5881 0.7278
H 0.6060 1.3145 -1.9825
H -2.0348 0.8329 -0.5732
H -1.6895 0.8484 -2.3269
H -2.7048 -2.1936 1.2808
H -3.3970 -1.3053 -0.0306
H -2.6857 -0.4578 1.2686
H -2.0644 -3.4824 -1.0788
H -0.8468 -3.7842 0.1681
H -0.1710 -3.3270 -1.3401
H 1.8423 -1.4260 -1.7542
H 1.9196 -2.8457 -0.6475
H 3.0931 -1.4700 -0.8350

HOMO energy: -9.708 eV
Orbital gap: 10.2 eV
SMILES: CC/C=C/COC(C)(C)OB(C)C#N

---

--- ii ---
A single C10H18BNO2 molecule. Source: the Open Molecules 2025 dataset; level of theory: ωB97M-V with the def2-TZVPD basis set.

Element x y z (Å)
C -3.7547 -0.9081 0.7594
C -2.6302 -0.8664 -0.3306
C -1.1944 -1.0462 0.1285
C -0.4064 -1.6639 -0.7077
C 1.1389 -1.7943 -0.4620
O 1.8953 -0.4756 -0.6944
C 2.0339 0.3784 0.3993
C 2.2563 -0.3210 1.8148
C 3.1124 1.3529 0.2139
O 0.6908 1.1278 0.5528
B -0.0146 1.6433 -0.4419
C 0.0113 1.4142 -2.0083
C -1.2415 2.3444 0.1387
N -2.2626 2.7095 0.5193
H -4.7313 -0.8122 0.3075
H -3.6526 0.0010 1.2966
H -3.8825 -1.7513 1.4898
H -2.8465 -1.6061 -1.0996
H -2.6707 0.1169 -0.7894
H -0.7309 -0.5323 1.0073
H -0.8932 -1.9786 -1.7290
H 1.1542 -2.1045 0.6326
H 1.6541 -2.5228 -1.0684
H 2.4678 0.4647 2.5259
H 3.1052 -0.9516 1.8570
H 1.3512 -0.8261 2.1434
H 4.1212 0.7622 0.2585
H 2.9496 2.1175 1.0028
H 3.0803 1.6231 -0.8173
H -0.2001 0.3017 -2.0975
H 0.9297 1.7851 -2.4708
H -0.8405 2.0185 -2.3313

HOMO energy: -9.765 eV
Orbital gap: 10.3 eV
SMILES: CC/C=C/COC(C)(C)OB(C)C#N

---

Q: Which of them is the most stable? A: ii.

---

--- i ---
A gas-phase ion, C5H7IN (charge +1). Source: the Open Molecules 2025 dataset; level of theory: ωB97M-V with the def2-TZVPD basis set.

Element x y z (Å)
C 0.5749 0.8785 -0.1106
C 1.4024 -0.1728 -0.1764
C 0.5715 -1.4057 -0.2358
C -0.8632 -0.9202 -0.3748
C -0.8236 0.4623 -0.2645
N -1.8425 1.4216 -0.2186
I 3.5198 0.1250 -0.0274
H 0.8397 1.8773 -0.1045
H 0.7713 -1.8615 -1.1549
H 0.7260 -2.2360 0.6045
H -1.6943 -1.4789 -0.3375
H -1.4768 2.3073 -0.1652
H 3.6710 1.1840 1.0655
H -2.6440 1.0681 0.2156

HOMO energy: -11.940 eV
Orbital gap: 7.2 eV
Total charge: +1

---

--- ii ---
A gas-phase ion, C5H7IN (charge +1). Source: the Open Molecules 2025 dataset; level of theory: ωB97M-V with the def2-TZVPD basis set.

Element x y z (Å)
C -0.6436 0.5774 -0.9314
C -1.3039 -1.5065 0.1841
C 0.8673 -0.3819 0.7693
C 0.1834 1.7746 -1.2557
C 0.8574 -1.1613 1.8262
N -0.2886 -0.3892 -0.0614
I -2.6501 -0.2716 -1.1906
H 1.4713 0.4710 0.4631
H -0.2740 2.3095 -2.1738
H 1.1982 1.3697 -1.3165
H 0.0982 2.6057 -0.4391
H -0.0839 -1.8149 1.7522
H -0.9750 -2.4832 -0.2509
H 1.5431 -1.0993 2.6247

HOMO energy: -12.917 eV
Orbital gap: 7.1 eV
Total charge: +1

---

Q: Which of them is the most stable? A: i.